Entry 1:
135
Properties=species:S:1:pos:R:3:forces:R:3 method="wB97M-V/def2-TZVPD" orbital_gap_ev=6.74 fmax_ev_per_a=9.2 total_energy_ev=-182907.22752 lumo_ha=-0.0676
I -1.496 -2.172 4.644 -0.55 -0.44 -0.90
I 3.430 2.692 -0.700 -0.69 0.34 -0.66
I -3.355 -2.890 -0.119 0.87 0.71 0.93
Cl -4.564 1.781 5.444 -0.16 -0.38 -1.26
Cl -1.806 8.012 4.613 0.35 -0.76 -0.56
S -0.527 6.418 4.241 4.34 -2.35 2.35
S 2.082 -3.162 5.355 1.56 1.42 -0.97
S 3.370 -1.994 2.917 -0.16 0.52 0.98
P 2.314 6.504 -5.601 7.96 1.68 -4.36
P -2.894 1.630 -1.300 -1.86 1.31 -1.00
P -2.482 -8.261 -1.639 8.46 -3.07 2.00
O -4.111 0.430 -1.501 1.89 1.55 0.18
O -2.297 1.887 -2.892 -0.94 -1.56 2.24
O 2.826 5.294 -4.812 -4.30 0.72 1.07
O 1.596 7.866 -6.333 -2.23 -2.12 2.75
O -0.587 5.512 5.441 -0.63 2.42 -2.99
O 0.849 6.940 3.947 -3.81 -0.67 0.30
O -1.004 -8.109 -2.382 -1.10 0.24 -0.70
O -2.085 -9.290 -0.394 -0.85 0.17 -0.17
O 2.753 5.933 -7.099 -0.82 -0.13 0.32
O 4.230 0.007 8.469 -0.26 -0.70 -1.20
O -0.147 -2.165 -0.772 -1.51 2.13 2.43
O -2.358 -6.969 -0.824 -4.06 -0.14 -1.92
O -2.769 -9.603 -2.652 -2.90 2.88 0.20
O 3.621 7.471 -5.257 -1.13 0.21 0.62
O -1.027 -0.159 -1.115 -0.53 -1.06 4.20
N 3.712 -0.979 5.650 -1.06 -0.64 -0.84
N -3.454 3.032 -0.788 -0.05 -1.98 0.11
C 4.256 7.370 -3.982 0.45 -0.27 0.15
C -2.327 -11.890 -1.947 -0.13 -0.07 0.36
C -1.039 5.416 2.775 -1.05 -0.18 -0.73
C 3.487 0.721 7.457 0.08 1.06 -0.53
C -1.542 2.866 2.600 1.67 0.37 0.05
C -1.848 -10.692 -2.745 0.48 -0.75 0.24
C -0.520 -6.810 -2.728 0.37 0.34 0.28
C -3.211 0.678 1.644 -1.08 -1.04 -0.48
C 0.416 -1.156 1.967 0.28 -0.71 0.61
C 2.267 8.627 -7.340 0.38 0.23 -0.84
C -2.898 -9.278 0.775 -0.14 0.00 0.34
C 0.495 -6.336 -1.704 0.23 0.02 0.13
C 4.471 -1.369 8.100 -0.03 -0.62 0.29
C 1.618 -0.515 1.140 0.98 -1.14 1.24
C 4.736 -1.596 6.544 1.18 -0.40 0.75
C 2.200 4.696 -7.537 -0.08 -0.34 -0.15
C -2.137 -2.137 1.556 0.10 -0.54 3.39
C -1.673 0.543 1.257 0.55 0.20 2.04
C -3.632 0.337 3.134 -1.49 0.38 0.37
C 0.759 4.859 -7.986 -0.01 0.06 -0.23
C -0.316 2.070 -0.637 0.38 0.73 -0.91
C 5.522 6.539 -4.088 0.25 -0.08 -0.08
C 1.744 8.294 -8.724 -0.07 -0.32 -0.21
C -2.435 -2.742 2.788 -0.70 -0.07 -2.81
C 3.091 -1.959 4.745 -1.37 -0.60 0.88
C 0.720 1.592 -1.781 0.69 1.69 0.55
C -1.042 -0.966 1.356 -0.73 -0.52 -3.78
C -0.352 3.951 2.778 -0.55 0.49 -0.45
C -4.775 1.372 3.642 0.28 -0.50 -0.30
C -3.546 -3.902 2.900 0.88 -0.09 1.31
C 2.704 -0.212 6.424 -0.18 0.90 1.61
C -4.210 -10.008 0.547 0.02 -0.23 0.05
C 1.688 2.874 -2.030 -1.44 -0.42 -0.52
C -0.879 1.411 2.374 -0.22 1.08 -0.08
C -1.426 0.973 -0.254 0.50 1.02 -2.78
C -0.702 -1.209 -0.223 1.58 -1.77 -2.98
C 2.861 -0.379 2.174 -0.85 1.82 -0.47
H 4.816 -2.730 6.383 -0.20 1.63 0.16
H -2.830 0.362 3.924 -0.69 -0.16 -1.16
H -2.143 2.902 3.561 0.37 -0.11 -1.28
H -4.160 -0.680 3.130 1.14 1.33 0.25
H 1.423 -6.906 -1.798 -0.04 0.04 -0.06
H 2.268 3.941 -6.751 0.08 0.12 0.06
H -2.171 5.268 2.767 1.46 0.46 0.36
H 1.444 0.530 0.743 0.10 -1.34 0.28
H 4.511 8.381 -3.655 -0.11 0.03 -0.17
H 1.952 -1.265 0.349 -0.65 1.34 0.67
H 2.005 -0.874 7.046 0.80 0.67 -1.00
H 0.147 -6.480 -0.678 -0.19 0.10 -0.17
H -4.738 2.369 3.109 -0.06 -1.23 0.61
H -4.870 -9.888 1.409 0.02 0.03 -0.06
H 4.227 1.390 6.887 -0.98 -1.00 0.54
H -5.790 0.877 3.529 1.21 0.92 0.24
H -2.334 -9.772 1.570 0.09 0.02 -0.16
H 2.809 4.344 -8.373 0.06 0.16 0.08
H -3.782 -0.062 0.974 0.80 1.03 0.91
H -2.927 1.477 -3.521 0.43 0.18 0.43
H 5.361 5.609 -4.639 -0.21 0.07 0.17
H 2.794 1.451 8.006 0.69 -1.27 -0.81
H 0.704 5.468 -8.891 -0.03 -0.01 0.08
H -4.600 -3.501 2.759 1.40 -0.43 -0.12
H 0.531 -0.818 3.049 -0.52 -0.34 -1.49
H -4.461 2.892 -0.615 0.46 0.58 -0.05
H -3.409 -12.020 -2.039 0.13 -0.03 -0.17
H 1.992 9.091 -9.431 -0.04 0.05 0.14
H -1.829 -12.802 -2.287 -0.03 0.09 -0.11
H -3.668 1.698 1.398 1.26 -1.27 0.15
H -4.036 -11.076 0.400 -0.04 0.07 -0.03
H 0.259 3.775 3.717 -0.78 0.22 -1.15
H 3.350 8.502 -7.308 -0.17 -0.13 0.21
H 5.389 -1.723 8.687 -1.18 0.60 -0.94
H -2.102 -11.779 -0.886 0.00 0.08 -0.08
H 1.395 0.768 -1.403 -1.16 0.63 -0.79
H 0.313 3.886 -8.204 0.01 0.04 0.06
H 0.318 2.459 0.213 -0.92 -0.58 -0.67
H 0.660 8.152 -8.714 0.08 0.19 0.04
H 3.597 -1.991 8.492 1.01 0.62 -0.82
H -4.721 -9.638 -0.345 -0.05 0.07 0.06
H 5.744 -1.136 6.275 -1.22 -0.61 0.43
H -3.510 -4.345 3.957 0.00 0.76 -1.45
H 0.608 -2.288 1.993 -0.36 1.62 -0.03
H -2.131 3.208 1.689 0.48 -0.57 1.17
H 0.158 5.361 -7.222 -0.03 -0.10 0.04
H -0.840 2.989 -1.089 0.71 -1.16 0.88
H 1.988 2.914 -3.131 0.05 0.07 1.78
H -3.087 -8.254 1.105 0.10 0.03 -0.12
H -1.345 -6.101 -2.827 0.08 -0.06 0.13
H -0.839 -10.416 -2.438 -0.21 0.21 -0.01
H 0.224 1.387 -2.775 0.43 -0.11 1.41
H 2.512 0.383 2.959 0.80 -1.23 -0.81
H -3.311 -4.776 2.202 -0.40 1.46 0.70
H 2.054 9.677 -7.122 -0.11 -0.15 0.28
H -0.787 6.022 1.850 -0.12 -0.64 1.26
H 0.330 3.940 1.859 -0.81 -0.13 1.39
H -0.840 0.861 3.380 -0.28 0.60 -1.61
H -0.043 -6.882 -3.708 -0.08 -0.20 0.02
H -1.804 -10.963 -3.803 -0.17 0.28 -0.01
H 5.909 6.288 -3.098 -0.01 0.06 -0.06
H 1.122 3.832 -1.758 1.13 -1.27 -0.39
H 3.716 0.093 1.597 -0.82 -0.70 0.87
H 6.292 7.090 -4.633 -0.03 0.02 0.08
H -4.920 0.702 -1.024 0.59 -0.06 -0.25
H 3.572 6.958 -3.237 0.09 -0.07 -0.12
H 0.724 -5.276 -1.842 -0.01 -0.07 -0.01
H 2.070 0.477 5.777 0.89 -1.01 0.55
H 2.188 7.375 -9.109 0.00 0.04 0.10
H 0.204 1.602 2.103 -1.24 -0.48 0.13


Entry 2:
43
Properties=species:S:1:pos:R:3:forces:R:3 method="wB97M-V/def2-TZVPD" orbital_gap_ev=7.71 fmax_ev_per_a=16.8 total_energy_ev=-26523.46685 lumo_ha=-0.0132
O 2.688 0.573 -2.632 -1.19 -2.14 2.06
O 1.978 2.626 -1.990 -2.65 -0.26 -2.11
N -2.706 -3.188 3.662 3.64 4.81 0.09
N -4.503 -4.178 4.411 -5.82 -4.72 3.04
N -2.696 -2.184 1.504 8.70 5.84 3.56
C 3.124 0.878 -3.837 6.83 2.91 -0.87
C -4.418 -3.629 2.207 2.40 5.03 -4.33
C 0.173 -1.104 2.907 1.32 -1.10 -1.81
C 1.511 1.161 -2.375 10.40 2.43 12.91
C 0.209 -0.105 -0.716 -9.92 -6.13 -4.68
C 1.124 0.724 -0.980 5.17 3.38 0.48
C -3.916 -3.571 3.451 -0.04 -1.18 -2.89
C 0.829 3.459 -2.184 0.31 4.58 4.11
C 4.156 2.162 -3.840 -0.08 2.25 -1.42
C -2.133 -2.272 2.801 -2.85 -5.13 -1.90
C -0.055 3.563 -0.767 -3.39 -3.88 -9.55
C -3.745 -2.669 1.206 -5.96 -7.38 5.87
C -0.385 -0.762 0.354 2.21 -0.11 0.87
C 1.652 0.163 1.376 0.01 4.47 -2.54
C -0.819 -1.972 3.256 1.27 3.78 -1.93
C 1.846 1.034 0.157 -0.06 -4.21 2.99
C 0.515 -0.594 1.469 -3.00 -1.44 2.67
H 3.836 0.194 -4.223 -0.15 -1.67 -0.41
H -5.185 -4.163 1.831 -2.79 -1.70 -0.53
H -1.321 -1.444 0.269 2.03 1.63 0.50
H 0.821 1.222 -2.936 -8.86 0.43 -8.52
H 2.357 1.087 -4.438 -2.79 0.76 -3.05
H 3.582 3.110 -3.462 1.17 -1.71 -1.02
H -4.083 -4.372 5.277 1.01 0.09 0.89
H 4.599 2.381 -4.987 -1.44 -0.69 2.95
H -0.395 -0.339 -1.747 0.92 0.21 2.13
H -0.592 2.635 -0.738 -0.35 -0.34 0.85
H 2.173 0.551 2.273 -0.10 -0.90 -0.55
H 1.021 -0.941 3.661 -1.47 -0.18 -1.08
H 1.136 4.760 -2.142 -0.34 -4.06 -1.26
H 5.103 2.143 -3.196 -1.52 -0.75 -0.69
H 2.753 1.502 0.184 1.94 1.96 -0.27
H 0.194 3.138 -3.007 0.14 0.46 -0.22
H 0.510 3.748 -0.073 6.60 0.96 7.51
H -5.299 -4.907 4.207 2.17 2.37 0.34
H -4.049 -2.624 0.277 -1.96 0.27 -4.75
H -0.697 4.357 -0.709 -2.12 2.10 -0.83
H -0.892 -2.154 4.243 0.61 -1.03 3.37